C52H50AsN3OP2S4SiTl | ωB97M-V/def2-TZVPD

**Frontier orbital gap**: 7.115 eV
**Relative energy (zero: lowest compared OMol25 entry of this formula, charge and spin)**: 1.857 eV
**Charge**: -1

Positions of all 115 atoms, in Å:
Tl -0.845342 -0.712204 0.073707
S -3.059788 0.915655 -1.016945
P -2.211927 1.991269 0.423225
C -1.378876 0.941884 1.534781
P -1.187542 1.216206 3.225399
S -0.316583 -0.193651 4.318237
C -2.802811 1.431683 4.070494
C -3.887885 0.695269 3.610248
C -5.067319 0.639456 4.346226
C -5.175759 1.331125 5.546434
C -4.090250 2.061089 6.021737
C -2.905126 2.097624 5.295033
C -0.275469 2.799265 3.508179
C -0.874023 4.030443 3.744742
C -0.111525 5.195688 3.830230
C 1.264686 5.145092 3.680235
C 1.882530 3.915423 3.464747
C 1.117814 2.759376 3.388353
C -1.111112 3.214824 -0.375999
C 0.196370 3.381596 0.056924
C 1.046066 4.281850 -0.587875
C 0.585139 5.013016 -1.673126
C -0.728572 4.847662 -2.114217
C -1.570628 3.952360 -1.470231
C -3.486742 3.126213 1.111536
C -3.173364 4.439470 1.455583
C -4.143110 5.291915 1.977472
C -5.443780 4.840107 2.143551
C -5.777327 3.544066 1.762834
C -4.807346 2.695320 1.243295
H -3.788828 0.150236 2.678130
H -5.905912 0.055354 3.977193
H -6.099113 1.293821 6.118629
H -4.162026 2.587402 6.970088
H -2.045979 2.615375 5.698037
H -1.947213 4.089814 3.869537
H -0.602502 6.146414 4.008144
H 1.853813 6.052828 3.738764
H 2.960951 3.858156 3.362665
H 1.599279 1.799024 3.244915
H 0.548423 2.795150 0.896012
H 2.069199 4.398780 -0.243668
H 1.247243 5.705155 -2.185150
H -1.089240 5.410109 -2.970413
H -2.584684 3.800563 -1.823453
H -2.168253 4.804668 1.289687
H -3.882592 6.311291 2.246901
H -6.201379 5.501775 2.552255
H -6.798111 3.192234 1.873957
H -5.062101 1.690974 0.925348
S -2.306985 -2.765089 0.405984
C -1.723432 -4.315868 -0.236268
C -2.689746 -5.342122 -0.114754
C -2.469678 -6.626761 -0.573792
C -1.264767 -6.950262 -1.192472
C -0.304673 -5.964432 -1.320872
C -0.494168 -4.657183 -0.841789
As 0.969300 -3.378989 -1.075379
C 1.549669 -3.997952 -2.855591
C 0.637081 -3.854893 -3.904312
C 0.979654 -4.202451 -5.203334
C 2.253651 -4.687418 -5.483620
C 3.173823 -4.825935 -4.451640
C 2.822922 -4.485673 -3.143836
C 2.381115 -4.253355 -0.026065
C 2.279310 -5.499942 0.587230
C 3.339251 -6.011771 1.333821
C 4.509067 -5.276166 1.488501
C 4.614122 -4.020478 0.896218
C 3.554091 -3.513092 0.149889
H -3.638510 -5.088795 0.351802
H -3.247203 -7.377849 -0.460103
H -1.081409 -7.948922 -1.574730
H 0.630155 -6.212409 -1.804431
H -0.353941 -3.467644 -3.696823
H 0.255433 -4.085062 -6.002800
H 2.527079 -4.952560 -6.500674
H 4.168892 -5.205947 -4.658558
H 3.548022 -4.613111 -2.352694
H 1.371516 -6.079512 0.479781
H 3.247109 -6.987641 1.802406
H 5.331920 -5.675430 2.073037
H 5.517839 -3.430901 1.025330
H 3.631784 -2.526050 -0.294669
C 1.682051 -0.491200 -5.602837
Si 1.620603 1.184494 -4.801831
C 3.005406 2.210824 -5.532387
C 0.033308 2.083939 -5.140388
C 1.976404 1.053353 -2.960928
C 3.085921 1.687014 -2.423514
C 3.366094 1.634179 -1.057794
C 2.490159 0.942682 -0.256937
N 1.404879 0.298513 -0.725109
C 1.132162 0.332435 -2.052249
S -0.301445 -0.501785 -2.545194
H 1.635008 -0.409102 -6.699797
H 0.847238 -1.112727 -5.262261
H 2.612560 -1.009003 -5.334089
H 2.865456 2.293066 -6.620918
H 3.989626 1.752396 -5.354567
H 3.017292 3.230155 -5.117218
H -0.113762 2.207786 -6.224085
H 0.056774 3.078754 -4.675498
H -0.820647 1.537280 -4.725438
H 3.742201 2.260169 -3.075135
H 4.228540 2.134849 -0.627323
H 2.668558 0.889264 0.808747
N 2.065926 -0.955429 2.733235
C 1.358449 -2.118446 2.593008
N 1.599578 -3.096456 3.509273
O 0.575988 -2.299790 1.656183
H 2.337437 -0.731508 3.673413
H 1.542403 -0.202546 2.324464
H 1.994634 -2.863414 4.402307
H 0.981530 -3.886296 3.467684

Atoms 1-2, force components in eV/Å:
-0.32 0.01 0.32
-0.31 0.07 0.02

Results of the Mulliken charge analysis, in e, for atoms 1 through 4: 0.52 -0.57 0.98 -0.64